A molecular structure, C11H10BrNNdS, computed with the ωB97M-V functional and the def2-TZVPD basis.

Output
net charge	-1
calculated total energy	-109215.184	eV
spin multiplicity	4
expectation value of S²	3.7548

Last column: Mulliken spin population.
Cartesian coordinates (Å):
C (-0.789, -0.321, -1.866)  -0.008
C (-0.142, 0.569, -2.767)  -0.007
C (1.149, 0.034, -3.074)  0.000
H (-0.574, 1.468, -3.221)  0.001
C (1.326, -1.124, -2.269)  0.001
C (0.140, -1.341, -1.530)  -0.011
H (-0.074, -2.190, -0.869)  0.000
H (-1.805, -0.272, -1.495)  0.000
H (1.815, 0.368, -3.883)  0.000
H (2.245, -1.698, -2.183)  0.002
Nd (1.905, 1.391, -0.871)  3.048
Br (0.198, 3.289, -0.233)  -0.016
C (-0.815, 0.009, 3.091)  0.000
C (-0.837, -1.233, 2.385)  0.000
C (-1.809, -1.120, 1.346)  0.000
H (-0.231, -2.099, 2.608)  0.000
C (-2.385, 0.179, 1.401)  0.000
C (-1.762, 0.877, 2.490)  0.000
H (-1.965, 1.900, 2.811)  0.000
H (-0.189, 0.235, 3.954)  0.000
H (-2.097, -1.904, 0.646)  0.000
H (-3.148, 0.595, 0.758)  0.000
S (2.666, -0.521, 1.109)  -0.010
C (3.438, 0.888, 0.992)  -0.002
N (3.741, 2.023, 0.669)  0.001

=====

A molecular structure, C11H10CdN2O5, computed with the ωB97M-V functional and the def2-TZVPD basis.

Output
net charge	+2
calculated total energy	-29318.670	eV

Last column: Mulliken charge in e.
Cartesian coordinates (Å):
N (2.850, -3.166, -0.446)  -0.233
C (3.303, -2.344, -1.214)  0.340
O (4.174, -1.507, -2.016)  -0.098
O (3.906, -0.191, -1.734)  -0.130
C (4.303, -0.032, -0.346)  0.541
O (5.522, -0.231, -0.084)  -0.400
O (3.430, 0.274, 0.739)  -0.188
C (2.295, 1.064, 0.326)  0.524
C (1.146, 0.874, 1.473)  -0.485
C (0.149, -0.359, 1.164)  0.251
O (0.373, -1.194, 0.200)  -0.646
N (-1.112, -0.613, 1.934)  -0.302
C (-2.171, -0.261, 0.912)  0.795
C (-3.297, -1.224, 0.451)  -0.593
C (-4.311, -0.673, -0.646)  -0.357
C (-4.164, 0.768, -1.272)  -0.406
C (-3.034, 1.729, -0.802)  -0.396
C (-2.037, 1.207, 0.304)  -0.281
H (1.827, 0.751, -0.679)  -0.264
H (2.512, 2.201, 0.264)  0.419
H (1.730, 0.575, 2.433)  0.409
H (0.618, 1.863, 1.707)  0.423
H (-1.166, -1.659, 1.966)  0.443
H (-3.390, -2.274, 0.890)  0.338
H (-5.165, -1.320, -1.044)  0.378
H (-4.883, 1.160, -2.074)  0.376
H (-2.873, 2.786, -1.219)  0.381
H (-1.219, 1.929, 0.645)  0.306
Cd (0.685, -0.130, -1.833)  0.853

=====

A molecular structure, C11H10ClCuNS, computed with the ωB97M-V functional and the def2-TZVPD basis.

Output
net charge	-2
calculated total energy	-81054.518	eV
spin multiplicity	2
expectation value of S²	0.7647

Last column: Mulliken spin population.
Cartesian coordinates (Å):
C (1.971, -1.244, -0.613)  0.262
C (1.413, -0.454, -1.698)  -0.054
C (0.139, -0.968, -1.991)  0.117
H (1.927, 0.369, -2.203)  0.000
C (-0.199, -1.976, -1.042)  0.165
C (0.906, -2.160, -0.178)  -0.047
H (1.004, -2.898, 0.621)  0.001
H (3.006, -1.230, -0.231)  -0.013
H (-0.481, -0.665, -2.833)  -0.001
H (-1.109, -2.581, -1.068)  0.001
Cu (1.479, -0.161, 1.015)  0.205
Cl (2.508, 1.644, 0.561)  0.063
C (-1.239, 1.714, 1.174)  0.110
C (-2.166, 0.759, 0.678)  -0.026
C (-2.128, 0.812, -0.749)  0.138
H (-2.778, 0.101, 1.288)  0.000
C (-1.158, 1.782, -1.124)  -0.009
C (-0.622, 2.361, 0.052)  0.068
H (0.196, 3.086, 0.109)  0.001
H (-0.956, 1.879, 2.218)  -0.003
H (-2.755, 0.235, -1.418)  -0.006
H (-0.863, 2.040, -2.130)  0.000
S (1.290, -0.832, 4.487)  0.012
C (0.620, -0.787, 3.060)  0.003
N (-0.006, -0.826, 2.015)  0.012

=====

A molecular structure, C11H10ClHgN, computed with the ωB97M-V functional and the def2-TZVPD basis.

Output
net charge	-2
calculated total energy	-29751.195	eV

Last column: Mulliken charge in e.
Cartesian coordinates (Å):
C (-0.213, 2.286, 0.893)  -0.374
C (-0.472, 2.284, -0.527)  -0.408
C (0.749, 1.869, -1.208)  -0.901
H (-1.426, 2.549, -1.019)  0.385
C (1.756, 1.608, -0.188)  -0.395
C (1.151, 1.830, 1.106)  -0.575
H (1.753, 1.843, 2.024)  0.499
H (-0.964, 2.448, 1.669)  0.342
H (0.900, 1.823, -2.305)  0.496
H (2.791, 1.286, -0.374)  0.345
Hg (-0.063, -0.351, -0.573)  0.366
Cl (-1.212, -1.490, 1.863)  -0.376
C (-1.467, -2.849, -4.512)  -0.517
C (-0.164, -2.546, -5.039)  -0.507
C (-0.238, -1.273, -5.702)  -0.528
H (0.724, -3.183, -4.968)  0.327
C (-1.587, -0.788, -5.584)  -0.531
C (-2.346, -1.763, -4.849)  -0.516
H (-3.412, -1.697, -4.607)  0.330
H (-1.746, -3.758, -3.969)  0.334
H (0.583, -0.769, -6.222)  0.326
H (-1.972, 0.149, -6.000)  0.333
N (0.662, 0.148, 3.489)  -0.662
C (0.265, -0.123, 2.346)  0.208

=====

A molecular structure, C11H10ClNRe, computed with the ωB97M-V functional and the def2-TZVPD basis.

Output
net charge	0
calculated total energy	-27705.729	eV
spin multiplicity	4
expectation value of S²	3.7738

Last column: Mulliken spin population.
Cartesian coordinates (Å):
C (-0.052, 2.498, 0.138)  0.044
C (0.577, 1.698, -0.887)  0.112
C (1.597, 0.886, -0.233)  -0.024
H (0.472, 1.852, -1.965)  -0.005
C (1.541, 1.130, 1.187)  0.255
C (0.540, 2.152, 1.403)  0.187
H (0.260, 2.537, 2.392)  -0.001
H (-0.884, 3.171, -0.040)  0.005
H (2.406, 0.351, -0.755)  0.013
H (2.217, 0.686, 1.940)  0.006
Re (-0.381, -0.242, 0.053)  1.867
Cl (-2.822, -0.556, 0.499)  0.275
C (-1.306, -2.269, -0.467)  0.040
C (-0.025, -2.424, 0.152)  -0.026
C (0.944, -1.680, -0.612)  0.052
H (0.201, -3.075, 1.005)  0.003
C (0.242, -1.059, -1.741)  0.038
C (-1.150, -1.368, -1.610)  0.015
H (-1.936, -1.036, -2.294)  0.006
H (-2.162, -2.905, -0.231)  -0.003
H (2.018, -1.666, -0.437)  0.008
H (0.682, -0.485, -2.555)  -0.001
N (-1.775, 1.134, 2.989)  0.019
C (-1.206, 0.669, 2.068)  0.114

=====

A molecular structure, C11H10CoF5O3SSi, computed with the ωB97M-V functional and the def2-TZVPD basis.

Output
net charge	0
calculated total energy	-87637.128	eV
spin multiplicity	5
expectation value of S²	6.0214

Last column: Mulliken spin population.
Cartesian coordinates (Å):
Co (-0.285, 0.127, 0.944)  2.830
O (-0.343, 2.388, 1.366)  0.085
C (0.751, 2.409, 0.759)  -0.003
O (1.295, 1.352, 0.346)  0.074
H (1.256, 3.367, 0.572)  0.003
F (6.088, -1.158, -1.400)  0.001
C (4.770, -1.208, -1.240)  0.015
C (4.214, -2.094, -0.333)  -0.008
F (5.003, -2.897, 0.383)  0.000
C (2.843, -2.138, -0.163)  -0.001
F (2.343, -2.995, 0.729)  -0.001
C (1.988, -1.315, -0.890)  0.020
S (0.254, -1.395, -0.701)  0.350
C (2.572, -0.442, -1.805)  0.003
F (1.805, 0.345, -2.552)  0.002
C (3.942, -0.378, -1.977)  -0.010
F (4.467, 0.478, -2.853)  0.000
O (-0.566, -0.630, 3.772)  0.044
C (-0.195, -0.545, 2.718)  0.067
C (-2.582, 1.193, -1.339)  0.054
Si (-2.604, 0.489, 0.421)  0.312
C (-3.663, 1.612, 1.513)  0.031
C (-3.351, -1.267, 0.416)  0.091
H (-3.611, 1.242, -1.705)  0.012
H (-2.002, 0.571, -2.021)  0.003
H (-2.163, 2.200, -1.352)  0.000
H (-4.656, 1.695, 1.063)  0.011
H (-3.232, 2.611, 1.587)  -0.003
H (-3.779, 1.217, 2.523)  0.001
H (-4.296, -1.219, -0.132)  0.016
H (-3.558, -1.617, 1.428)  0.002
H (-2.707, -1.997, -0.075)  0.000

=====

A molecular structure, C11H10CrN2O4S, computed with the ωB97M-V functional and the def2-TZVPD basis.

Output
net charge	-1
calculated total energy	-61995.562	eV
spin multiplicity	6
expectation value of S²	8.7885
energy above the lowest of the compared OMol25 structures with the same formula, charge and spin	12.57	kcal per mole

Last column: Mulliken spin population.
Cartesian coordinates (Å):
Cr (-0.128, -0.714, 0.449)  4.011
O (-0.536, 1.270, -0.306)  0.016
N (-1.728, 1.566, -0.767)  -0.008
C (-1.845, 2.725, -1.442)  0.002
C (-3.033, 3.152, -1.968)  0.001
C (-4.156, 2.338, -1.791)  0.004
C (-4.028, 1.165, -1.112)  -0.004
C (-2.795, 0.724, -0.568)  0.002
S (-2.638, -0.733, 0.297)  0.010
H (-0.912, 3.260, -1.522)  0.001
H (-3.070, 4.089, -2.505)  0.000
H (-5.118, 2.630, -2.194)  0.001
H (-4.873, 0.508, -0.961)  -0.002
O (-0.389, -0.981, -2.730)  0.011
C (0.306, -1.846, -2.222)  0.002
O (0.679, -1.962, -0.994)  -0.002
H (0.721, -2.640, -2.872)  -0.001
O (0.214, -0.557, 2.420)  0.030
N (1.470, -0.905, 1.892)  0.104
C (1.906, -2.235, 2.046)  0.301
C (3.212, -2.551, 1.958)  -0.136
C (4.200, -1.553, 1.778)  0.438
C (3.758, -0.210, 1.773)  -0.129
C (2.447, 0.101, 1.871)  0.280
H (1.104, -2.944, 2.179)  0.020
H (3.483, -3.598, 2.015)  -0.006
H (5.247, -1.804, 1.694)  0.036
H (4.465, 0.606, 1.694)  -0.008
H (2.038, 1.099, 1.890)  0.026

=====

C11H10F4 in the gas phase, computed with the ωB97M-V functional and the def2-TZVPD basis.

Output
SMILES string	C=C[C@@]1(C2CC2)C(F)=C(F)C=C(F)[C@H]1F
net charge	0
calculated total energy	-22435.027	eV
energy above the lowest of the compared OMol25 structures with the same formula, charge and spin	56.15	kcal per mole

Last column: Mulliken charge in e.
Cartesian coordinates (Å):
C (-2.807, 0.553, 0.163)  -0.760
C (-1.600, 0.594, 0.712)  -0.964
C (-0.300, 0.204, -0.049)  1.513
C (0.330, -1.084, 0.529)  -0.400
C (0.699, -1.233, 1.884)  -0.606
C (-0.491, -2.008, 1.404)  -0.812
C (-0.395, -0.073, -1.669)  -0.355
F (-1.445, -0.828, -2.091)  -0.319
C (0.677, 0.207, -2.379)  0.506
F (0.736, -0.140, -3.698)  -0.327
C (1.846, 0.883, -1.938)  -0.435
C (1.868, 1.303, -0.656)  0.080
F (3.025, 1.728, -0.095)  -0.310
C (0.741, 1.330, 0.317)  0.244
F (0.165, 2.652, 0.204)  -0.379
H (-3.733, 0.858, 0.630)  0.293
H (-3.009, 0.242, -0.860)  0.207
H (-1.429, 0.884, 1.731)  0.492
H (0.989, -1.603, -0.272)  0.471
H (0.575, -0.418, 2.585)  0.303
H (1.654, -1.687, 1.846)  0.321
H (-0.444, -3.076, 1.380)  0.310
H (-1.438, -1.580, 1.702)  0.280
H (2.664, 0.927, -2.762)  0.324
H (1.122, 1.364, 1.382)  0.323

=====

A gas-phase ion, C11H10FO3 (charge -1), computed with the ωB97M-V functional and the def2-TZVPD basis.

Output
net charge	-1
calculated total energy	-20425.726	eV
spin multiplicity	3
expectation value of S²	2.0395
energy above the lowest of the compared OMol25 structures with the same formula, charge and spin	16.99	kcal per mole

Last column: Mulliken spin population.
Cartesian coordinates (Å):
C (0.193, -3.281, 0.136)  0.521
C (-0.568, -2.910, 1.201)  -0.208
C (0.805, -2.420, -0.731)  0.464
C (-0.626, -1.545, 1.491)  0.798
C (0.689, -1.113, -0.475)  0.001
C (0.013, -0.645, 0.637)  0.098
C (-1.123, 2.987, -0.488)  -0.003
C (1.314, 0.102, -1.304)  -0.019
C (1.297, 1.177, -0.269)  0.055
C (0.069, 0.958, 0.586)  0.058
C (-1.341, 1.534, -0.303)  0.089
O (-1.238, 3.544, -1.581)  0.011
O (-0.804, 3.585, 0.585)  0.005
O (0.060, 1.529, 1.831)  0.020
F (-1.533, 0.855, -1.483)  0.006
H (0.280, -4.331, -0.230)  0.025
H (-1.296, -3.574, 1.701)  -0.001
H (1.243, -2.750, -1.661)  0.034
H (-1.088, -1.107, 2.426)  0.041
H (2.202, -0.113, -1.753)  0.001
H (0.629, 0.401, -2.121)  0.007
H (2.185, 1.036, 0.414)  0.000
H (1.144, 2.184, -0.576)  0.001
H (-2.287, 1.328, 0.407)  -0.001
H (-0.218, 2.571, 1.559)  -0.002

=====

A molecular structure, C11H10IrN3O9S2, computed with the ωB97M-V functional and the def2-TZVPD basis.

Output
net charge	-1
calculated total energy	-58977.916	eV
spin multiplicity	2
expectation value of S²	0.7563
energy above the lowest of the compared OMol25 structures with the same formula, charge and spin	66.01	kcal per mole

Last column: Mulliken spin population.
Cartesian coordinates (Å):
Ir (-0.259, -0.453, 1.066)  0.563
N (1.385, -0.762, 2.259)  -0.014
C (1.728, 0.542, 2.879)  0.016
C (0.421, 1.188, 3.309)  -0.007
O (0.310, 1.825, 4.338)  0.032
N (-0.586, 0.942, 2.416)  0.065
C (-1.935, 0.835, 2.936)  -0.001
C (-2.187, -0.662, 3.140)  0.011
O (-2.993, -1.120, 3.903)  0.004
O (-1.377, -1.419, 2.394)  -0.016
H (1.190, -1.482, 2.952)  -0.004
H (2.144, -1.091, 1.663)  -0.003
H (2.218, 1.142, 2.110)  -0.002
H (2.379, 0.430, 3.743)  -0.001
H (-2.657, 1.215, 2.210)  0.001
H (-2.047, 1.368, 3.876)  0.000
O (-0.095, -2.381, 0.279)  0.054
S (1.671, -0.316, -0.724)  0.068
O (2.359, -1.590, -0.978)  0.041
O (2.618, 0.788, -0.441)  0.044
C (0.885, 0.025, -2.371)  0.023
C (1.511, -0.445, -3.511)  0.005
C (1.000, -0.129, -4.763)  0.002
C (-0.146, 0.645, -4.887)  -0.002
C (-0.818, 1.076, -3.750)  0.003
C (-0.299, 0.742, -2.512)  0.013
S (-1.105, 1.202, -1.024)  -0.012
O (-2.098, 2.203, -1.249)  0.010
O (-1.698, -0.056, -0.399)  0.005
O (0.029, 1.518, -0.122)  0.087
H (2.405, -1.045, -3.386)  -0.001
H (1.503, -0.489, -5.652)  0.000
H (-0.528, 0.904, -5.866)  0.000
H (-1.732, 1.651, -3.812)  0.000
N (-2.060, -3.740, -0.114)  0.029
C (-1.136, -3.064, 0.087)  -0.015

=====

A molecular structure, C11H10N4O5PtSSe4, computed with the ωB97M-V functional and the def2-TZVPD basis.

Output
net charge	-2
calculated total energy	-303237.057	eV

Last column: Mulliken charge in e.
Cartesian coordinates (Å):
Pt (0.058, -0.530, 0.162)  1.323
Se (0.467, -0.394, 2.465)  -0.126
Se (-0.235, -2.045, 3.753)  -0.363
Se (-3.048, -2.627, 1.502)  -0.446
Se (-1.871, -1.844, -0.194)  -0.279
N (0.209, -0.173, -2.078)  -0.654
C (1.566, -0.582, -2.431)  -0.483
C (2.580, -0.027, -1.358)  0.613
O (3.725, 0.179, -1.731)  -0.734
O (2.115, 0.171, -0.206)  -0.760
H (-0.492, -0.591, -2.686)  0.249
H (0.126, 0.842, -2.126)  0.282
H (1.877, -0.221, -3.423)  0.306
H (1.620, -1.676, -2.414)  0.263
O (-5.230, 8.599, 3.059)  -0.699
S (-3.930, 8.380, 2.439)  1.190
O (-2.960, 7.717, 3.293)  -0.675
O (-3.404, 9.528, 1.706)  -0.700
C (-4.276, 7.186, 1.085)  0.062
N (-5.222, 7.526, 0.219)  -0.520
C (-5.443, 6.688, -0.778)  -0.347
C (-4.742, 5.501, -0.935)  -0.521
C (-3.768, 5.227, 0.030)  0.459
N (-3.551, 6.089, 1.024)  -0.323
C (-2.926, 4.015, 0.031)  1.121
C (-3.064, 2.985, -0.899)  -0.971
C (-2.212, 1.900, -0.830)  -0.257
N (-1.249, 1.774, 0.074)  -0.199
C (-1.132, 2.738, 0.981)  -0.438
C (-1.935, 3.864, 1.002)  -0.727
H (-6.215, 6.980, -1.486)  0.397
H (-4.953, 4.844, -1.767)  0.322
H (-3.811, 3.016, -1.676)  0.216
H (-2.320, 1.084, -1.535)  0.400
H (-0.355, 2.597, 1.722)  0.411
H (-1.808, 4.638, 1.743)  0.608

=====

A molecular structure, C11H10O2, computed with the ωB97M-V functional and the def2-TZVPD basis.

Output
net charge	0
calculated total energy	-15658.589	eV
energy above the lowest of the compared OMol25 structures with the same formula, charge and spin	118.68	kcal per mole

Last column: Mulliken charge in e.
Cartesian coordinates (Å):
C (-1.276, 0.923, 0.688)  -0.355
C (-2.580, 1.178, 0.068)  -0.477
C (-2.730, -1.191, -0.340)  -0.453
C (-0.720, -0.324, 0.677)  0.534
C (-1.411, -1.409, 0.069)  -0.654
C (-3.278, 0.104, -0.370)  0.666
C (0.697, -0.612, 1.081)  -0.873
C (4.268, 0.736, -0.606)  -0.231
C (3.300, 0.932, 0.288)  -0.650
C (3.476, -0.370, -1.293)  -0.942
C (2.495, -0.231, -0.343)  0.837
O (1.405, -0.960, -0.068)  -0.293
O (-4.516, 0.201, -1.089)  -0.496
H (-0.742, 1.828, 0.972)  0.350
H (-3.020, 2.226, -0.098)  0.229
H (-3.405, -2.061, -0.538)  0.311
H (1.328, 0.090, 1.664)  0.436
H (0.490, -1.517, 1.698)  0.300
H (-0.904, -2.359, 0.198)  0.385
H (5.042, 1.381, -1.026)  0.341
H (3.110, 1.646, 1.048)  0.406
H (3.896, -1.149, -1.883)  0.357
H (-4.925, 0.940, -0.795)  0.272